This record from the OMol25 dataset describes 2 unconnected molecules or ions with the total composition C9H13NO2Si. The level of theory is wB97M-V/def2-TZVPD.

```
! RIJCOSX wB97M-V def2-TZVPD def2/J DEFGRID3
* xyz 0 1
C -3.1381 1.8861 0.1621
C -1.7349 2.1177 -0.1924
C -3.4471 0.5957 0.3967
C -0.7796 1.1429 -0.3004
C -2.4801 -0.4127 0.3587
C -1.1559 -0.1489 -0.0522
C 0.8013 -1.8808 -2.0187
C 0.3589 -2.6052 1.2288
C 3.8312 1.7557 0.8820
N 2.7663 1.2032 0.2235
O 2.1563 0.1163 0.6429
O 2.5413 1.4682 -1.0114
Si 0.1859 -1.4688 -0.2339
H -3.7823 2.6700 0.3934
H -1.3445 3.0637 -0.6676
H -4.4677 0.5450 0.8505
H 0.2271 1.2695 -0.6239
H -2.8399 -1.3745 0.3671
H 0.5125 -1.1079 -2.7412
H 1.9263 -2.0482 -2.0553
H 0.1495 -2.6040 -2.5838
H -0.5726 -2.4414 1.7756
H 0.8109 -3.6187 1.0642
H 1.3036 -2.2584 1.7986
H 4.0586 1.3764 1.8429
H 4.1130 2.7590 0.4938
*
```

HOMO-LUMO gap (alpha / beta)	6.56 / 6.56	eV
electronic energy	-23000.2742	eV
max |F|	5.25	eV/A

=====

This record from the OMol25 dataset describes 10 unconnected molecules or ions with the total composition C54H124N4O10. The level of theory is wB97M-V/def2-TZVPD.

```
! RIJCOSX wB97M-V def2-TZVPD def2/J DEFGRID3
* xyz 0 1
C 2.0165 1.3632 0.0853
C 0.7496 0.9295 -0.7027
C 0.9834 1.4452 -2.1526
C 0.8870 -0.6527 -0.5723
C -0.2660 -1.3782 -1.1567
C -1.5640 -0.9284 -0.4643
C -1.7564 0.6567 -0.3679
C -2.4369 1.1352 -1.6797
C -2.7548 0.8440 0.7131
N -0.5029 1.2775 -0.0333
O -0.6645 2.6198 0.2093
H 1.9925 0.9824 1.1063
H 2.9322 0.9952 -0.3776
H 2.1053 2.4485 0.1330
H 2.0621 1.4889 -2.3027
H 0.5983 0.8044 -2.9457
H 0.5234 2.4302 -2.2315
H 1.8442 -0.9183 -1.0210
H 0.8470 -0.8660 0.4959
H -0.2772 -1.1839 -2.2292
H -0.1697 -2.4563 -1.0283
H -1.4576 -1.3511 0.5348
H -2.4021 -1.3377 -1.0284
H -1.8100 0.7852 -2.4998
H -2.4920 2.2150 -1.8181
H -3.4362 0.7232 -1.8200
H -2.3285 0.8048 1.7155
H -3.5876 0.1469 0.6197
H -3.1595 1.8561 0.7196
H -0.9622 2.9457 -0.6432
C 2.8288 -9.6029 2.3167
C 3.3228 -8.1347 2.1958
C 4.2392 -8.0422 0.9541
C 2.0943 -7.2105 1.9116
C 1.2437 -7.0208 3.1366
C 2.1621 -6.5455 4.2548
C 3.4811 -7.3519 4.5799
C 4.3810 -6.3472 5.3734
C 3.1192 -8.5868 5.4464
N 4.1068 -7.7113 3.3240
O 5.2116 -8.4908 3.5496
H 2.8102 -9.9993 3.3319
H 1.8239 -9.7516 1.9216
H 3.4015 -10.2501 1.6524
H 3.5382 -8.2927 0.1580
H 4.6465 -7.0474 0.7732
H 5.1344 -8.6630 0.9166
H 2.4404 -6.2474 1.5363
H 1.5074 -7.6858 1.1256
H 0.5802 -6.1597 3.0563
H 0.7301 -7.9228 3.4694
H 1.5455 -6.6119 5.1512
H 2.4317 -5.4933 4.1633
H 4.5928 -5.5512 4.6595
H 5.3600 -6.7295 5.6626
H 3.8556 -6.0002 6.2631
H 2.9082 -8.1967 6.4421
H 3.8719 -9.3609 5.5957
H 2.2162 -9.0713 5.0751
H 5.8691 -7.9366 3.1228
C -5.4370 -6.7480 0.8603
C -6.5074 -6.4532 1.9396
C -6.5162 -7.6445 2.8797
C -6.0049 -5.2061 2.7346
C -7.0063 -4.5024 3.6540
C -8.2034 -4.1923 2.7991
C -8.9067 -5.4615 2.0924
C -9.6647 -6.3465 3.1497
C -10.0159 -5.0537 1.1117
N -7.8376 -6.1560 1.2793
O -8.3500 -7.2362 0.5804
H -4.4467 -6.8172 1.3104
H -5.6087 -7.7529 0.4744
H -5.3512 -5.9849 0.0868
H -5.5348 -8.0003 3.1933
H -7.1388 -7.6091 3.7738
H -6.8337 -8.6089 2.4832
H -5.3177 -5.6239 3.4705
H -5.5003 -4.5482 2.0271
H -7.3545 -5.2153 4.4014
H -6.5571 -3.6665 4.1902
H -8.0808 -3.4343 2.0255
H -8.8981 -3.6865 3.4698
H -9.9607 -7.2186 2.5666
H -10.5456 -5.8287 3.5293
H -9.0471 -6.6950 3.9775
H -10.5007 -5.8963 0.6187
H -9.5657 -4.6679 0.1971
H -10.8451 -4.4079 1.4008
H -8.1404 -7.0239 -0.3321
C 10.0704 -1.7309 -2.6343
C 10.2228 -0.3826 -3.3767
C 10.8440 0.5571 -2.3521
C 11.2869 -0.5529 -4.5424
C 11.3069 0.6486 -5.4896
C 9.8902 0.6807 -6.0603
C 8.7779 0.9820 -5.0234
C 8.9272 2.3667 -4.4756
C 7.4993 0.8574 -5.8218
N 8.8923 -0.0468 -3.9405
O 7.7464 -0.0982 -3.0489
H 9.5112 -2.5142 -3.1460
H 11.0042 -2.1690 -2.2818
H 9.5807 -1.4708 -1.6959
H 11.7467 0.1353 -1.9101
H 11.0152 1.6038 -2.6036
H 10.1074 0.6358 -1.5525
H 12.2673 -0.7483 -4.1080
H 11.1683 -1.4863 -5.0926
H 11.5823 1.6231 -5.0862
H 12.0693 0.3972 -6.2269
H 9.6742 -0.2049 -6.6580
H 10.0193 1.5594 -6.6923
H 9.9122 2.5112 -4.0318
H 8.2927 2.6896 -3.6503
H 8.7692 3.1248 -5.2427
H 6.5714 1.1202 -5.3138
H 7.2879 -0.1117 -6.2739
H 7.6083 1.5491 -6.6572
H 7.3797 -0.9617 -3.2527
C -4.5238 7.1754 -0.7704
C -4.6323 7.9507 -2.1546
C -3.4870 8.9863 -2.2930
O -4.4623 7.0350 -3.1619
H -4.7863 7.9354 -0.0345
H -3.5345 6.7460 -0.6119
H -5.3066 6.4460 -0.5624
H -5.5488 8.5299 -2.2670
H -3.4978 9.5934 -3.1982
H -2.5765 8.3909 -2.2242
H -3.5806 9.7461 -1.5171
H -3.7292 7.2887 -3.7273
C -3.7543 5.6213 6.8490
C -4.9577 5.0635 6.0301
C -5.0188 5.5106 4.5608
O -4.8171 3.6990 5.9474
H -2.8812 5.1098 6.4439
H -3.8593 5.3936 7.9097
H -3.5688 6.6921 6.7651
H -5.9241 5.3538 6.4423
H -5.9003 5.1499 4.0307
H -4.2067 5.0718 3.9812
H -4.9681 6.5969 4.4858
H -4.0167 3.5769 5.4316
C 1.5331 7.7179 4.2322
C 1.5511 7.9325 2.6681
C 0.1765 8.5736 2.3265
O 2.6113 8.8294 2.3904
H 2.5137 7.3717 4.5586
H 0.8586 6.9035 4.4967
H 1.2987 8.6575 4.7325
H 1.7347 7.0174 2.1051
H 0.1382 8.9382 1.3000
H -0.0446 9.4371 2.9539
H -0.6791 7.9067 2.4326
H 2.6737 9.4581 3.1133
C 0.2490 1.4570 7.2758
C 0.2167 1.1145 5.7827
C -0.2995 -0.3175 5.4905
O -0.3689 2.0811 4.9361
H 0.7980 0.8011 7.9514
H -0.7852 1.4518 7.6201
H 0.4951 2.5183 7.3093
H 1.2449 1.1056 5.4209
H -1.2320 -0.3699 6.0525
H 0.4453 -1.0692 5.7520
H -0.4387 -0.4268 4.4150
H -0.1118 1.8881 4.0316
C 1.0371 8.0943 -7.5959
C 0.6746 6.5663 -7.4802
C 0.4097 6.2124 -6.0260
O -0.4343 6.4494 -8.3953
H 1.9939 8.3148 -7.1226
H 0.3309 8.7513 -7.0882
H 1.2044 8.3505 -8.6421
H 1.5671 6.0583 -7.8458
H 1.3416 6.3070 -5.4687
H 0.1558 5.1530 -5.9892
H -0.3846 6.8272 -5.6025
H -0.8431 5.5853 -8.3073
C -5.7788 3.5822 -7.2509
C -4.5428 2.7672 -7.1491
C -4.8727 1.2997 -7.1747
O -3.8026 2.9790 -8.2934
H -6.1924 3.6564 -6.2452
H -6.5020 3.3179 -8.0224
H -5.4505 4.5943 -7.4874
H -3.9040 3.0088 -6.2996
H -5.5256 0.9747 -7.9847
H -5.3270 1.0502 -6.2158
H -4.0125 0.6303 -7.1679
H -4.5043 3.1427 -8.9279
*
```

HOMO-LUMO gap	8.30	eV
structure (SMILES)	CC1(C)CCCC(C)(C)N1O.CC1(C)CCCC(C)(C)N1O.CC1(C)CCCC(C)(C)N1O.CC1(C)CCCC(C)(C)N1O.CC(C)O.CC(C)O.CC(C)O.CC(C)O.CC(C)O.CC(C)O
electronic energy	-84434.6988	eV
max |F|	3.11	eV/A

=====

This record from the OMol25 dataset describes a gas-phase ion, C4H8N3O (charge +1). The level of theory is wB97M-V/def2-TZVPD.

```
! RIJCOSX wB97M-V def2-TZVPD def2/J DEFGRID3
* xyz 1 1
O -3.7073 -1.0377 0.9296
N -2.7080 -0.4377 1.2030
C -1.4417 -0.7012 0.1505
C -1.5227 0.1185 -1.1479
N -0.6177 0.9081 -1.4854
C 0.6480 1.0522 -0.8353
C 0.9764 -0.0756 0.1795
N -0.2647 -0.3878 1.0110
H -1.5231 -1.8152 0.0690
H -2.3027 -0.0436 -1.8956
H 0.5753 2.0176 -0.3687
H 1.3990 1.2475 -1.5294
H 1.3111 -1.0040 -0.3909
H 1.8039 0.1536 0.7152
H -0.2087 -1.1701 1.7795
H -0.4586 0.3847 1.6100
*
```

HOMO-LUMO gap (alpha / beta)	8.85 / 8.85	eV
structure (SMILES)	O=N[C@H]1C=NCC[NH2+]1
electronic energy	-10784.3979	eV
max |F|	4.09	eV/A